{"formula": "C5H15NOS", "method": "ωB97M-V/def2-TZVPD", "homo_lumo_gap_ha": 0.33327, "smiles": "CCN[C@@H](C)CS.O", "lumo_energy_ev": 0.707, "homo_ev": -8.4, "spin_multiplicity": 1, "elements": ["C", "H", "H", "H", "H", "H", "C", "H", "H", "H", "N", "H", "S", "C", "H", "H", "C", "H", "H", "C", "H", "H", "O"], "positions_angstrom": [[-0.8271, 0.5102, 0.4017], [0.5523, -0.6266, -4.1086], [2.7907, 1.0214, 1.5337], [-0.4285, 1.4292, 0.8053], [-1.9138, -1.1929, 0.9824], [1.7973, -0.2797, 2.0858], [2.4361, 0.0056, 1.2236], [-0.2790, 0.3495, -3.0929], [2.0819, -0.4645, -0.8369], [1.6040, 1.3045, -0.1888], [0.2678, -0.4145, 0.1104], [0.1926, -1.2927, -0.3792], [-0.9997, -0.8633, 3.0744], [-1.7018, 0.6310, -0.8505], [-2.6872, 0.2292, 1.6646], [-2.5577, 1.2354, -0.5459], [-1.7298, -0.2396, 1.4753], [-1.2969, 1.2422, -1.6856], [0.0386, -1.5920, 2.6323], [1.6165, 0.2128, -0.1189], [-1.8529, -0.2204, -1.5001], [3.1658, -0.8021, 1.2122], [-0.2693, -0.1828, -3.8945]], "nbo_charge": [-0.053, 0.482, 0.199, 0.208, 0.206, 0.218, -0.636, 0.481, 0.198, 0.198, -0.687, 0.384, -0.073, -0.641, 0.223, 0.213, -0.494, 0.196, 0.134, -0.233, 0.234, 0.207, -0.964]}

***

{"formula": "C8H10N2", "method": "ωB97M-V/def2-TZVPD", "homo_lumo_gap_ha": 0.32848, "smiles": "C=C=C[C@@H](N)C(=C)C=C=N", "lumo_energy_ev": 0.710, "homo_ev": -8.2, "spin_multiplicity": 1, "elements": ["H", "H", "H", "H", "H", "C", "C", "N", "C", "C", "H", "C", "C", "H", "H", "H", "C", "C", "H", "N"], "positions_angstrom": [[0.9470, 0.0242, -2.5810], [-1.7972, -2.6853, 0.5879], [-0.3571, -1.2218, 1.3663], [3.5382, 2.3775, -1.1366], [-0.3012, -1.3872, -2.3215], [0.4754, -0.4973, -0.5720], [-1.4340, 1.9476, 1.6417], [3.4671, 1.4533, -0.7835], [0.4062, -0.6091, -1.9137], [-1.5746, 0.9365, 0.9086], [-0.1980, -3.1439, 0.3072], [1.4512, 0.3864, 0.1405], [-1.6941, -0.1707, 0.2016], [1.3203, 0.4707, 1.2274], [-0.7133, 2.5903, 1.2406], [-1.9658, 2.3951, 2.5062], [2.3332, 1.1159, -0.4250], [-0.6039, -1.2143, 0.3035], [-2.3430, -0.2138, -0.7375], [-0.9563, -2.5540, 0.0395]], "nbo_charge": [0.201, 0.366, 0.173, 0.363, 0.218, 0.016, -0.494, -0.610, -0.428, 0.105, 0.368, -0.442, -0.292, 0.257, 0.216, 0.234, 0.424, -0.089, 0.239, -0.824]}

***

{"formula": "C34H27BClFeN10OSe", "method": "ωB97M-V/def2-TZVPD", "homo_lumo_gap_ha": [0.24862, 0.21140], "s2": 0.765, "lumo_energy_ev": [-0.580, -1.607], "homo_ev": [-7.3, -7.4], "spin_multiplicity": 2, "elements": ["C", "H", "C", "H", "N", "H", "H", "C", "H", "H", "C", "H", "C", "C", "H", "H", "C", "C", "C", "H", "C", "C", "H", "N", "C", "N", "N", "C", "H", "H", "O", "C", "N", "C", "H", "H", "C", "C", "H", "C", "Se", "C", "H", "C", "C", "Cl", "H", "C", "H", "C", "C", "C", "H", "C", "C", "N", "N", "H", "H", "C", "C", "N", "H", "C", "N", "C", "Fe", "H", "H", "C", "H", "C", "N", "C", "B", "H"], "positions_angstrom": [[-4.3565, -1.4980, -1.2319], [-1.8075, 1.3499, 4.3706], [-5.9693, 2.4934, -0.0629], [3.0148, -1.6847, -2.1724], [-1.8637, 0.6599, -1.1520], [-0.0574, -0.4889, 3.3503], [4.7691, 4.1539, 3.5982], [-4.2975, -2.8754, -1.2571], [4.2521, 5.4430, -0.4535], [3.5405, -1.3773, 4.7751], [1.1324, -2.3992, -2.8905], [3.8134, -0.0931, -0.9951], [4.2675, 4.0627, 2.6428], [2.8701, -1.6429, 3.9661], [2.4568, 3.7582, -0.7584], [-5.8572, 0.2757, 0.0331], [2.9739, 3.8463, 0.1885], [-4.8700, 3.3722, -0.1510], [0.0031, 0.4018, -2.1548], [5.3000, 0.6768, 0.8163], [4.6198, 4.9017, 1.5912], [0.7451, -2.6795, -5.2520], [-7.0163, 2.7402, -0.0178], [1.1227, -2.2682, 1.8820], [-3.2444, -3.1859, -0.3945], [-2.2917, 0.4051, 1.2985], [-3.7252, 2.7148, -0.1940], [1.7472, -2.3822, 4.1934], [5.3922, 5.6478, 1.7301], [-1.8922, -3.8235, -3.4431], [-0.5707, -3.0713, -1.3743], [-0.1392, -2.9399, -2.5730], [-3.4116, -1.0540, -0.3861], [1.5589, -2.2891, -4.2308], [-0.3865, 1.8806, -3.7690], [-0.0479, -3.1805, 3.2813], [4.2739, -0.3877, 2.3418], [-1.8033, 0.9058, 3.3903], [-4.9917, -0.8159, -1.7718], [2.2694, -1.5800, 1.6341], [1.2224, 1.7457, 1.0212], [3.9759, 4.7891, 0.3642], [-4.9193, -3.5496, -1.8206], [-0.7047, 1.3577, -2.8835], [-5.4002, 1.2468, -0.0546], [1.2383, -2.4570, -6.9097], [2.9949, 2.4507, 3.2801], [4.4803, 0.0113, 1.0538], [-1.1433, -3.5650, -5.7836], [-0.5096, -3.2459, -4.9654], [2.5528, -1.2359, 0.2874], [2.6123, 2.9996, 1.2420], [-4.8706, 4.4513, -0.1764], [1.9899, -1.9140, -1.8654], [-1.8960, 1.4867, -2.2058], [-4.0549, 1.4000, -0.1458], [-1.2077, -0.3289, 1.6135], [-2.7436, 2.1216, -2.3977], [-3.5247, 1.8069, 2.2982], [3.2743, 3.1115, 2.4695], [0.8805, -2.6454, 3.1149], [-0.7041, -0.0283, -1.1120], [-2.8602, -4.1526, -0.1123], [-0.9039, -0.0317, 2.8706], [1.6405, -1.7443, -0.6412], [3.6263, -0.4257, 0.0185], [-0.4616, -1.8107, 0.1424], [2.5357, -1.8684, -4.4442], [4.9447, -0.0795, 3.1350], [-2.6716, 1.1519, 2.3516], [1.5074, -2.7571, 5.1788], [-0.9273, -3.3867, -3.6697], [-2.7100, -2.0843, 0.1232], [3.1588, -1.1995, 2.6575], [-2.9358, 0.3699, -0.0958], [0.9910, 0.0373, -2.3364]], "mulliken_spin": [0.000, -0.001, 0.000, -0.001, 0.025, -0.010, -0.002, 0.000, -0.002, 0.000, 0.000, -0.001, -0.048, 0.003, 0.002, 0.000, 0.071, 0.000, 0.013, 0.001, 0.092, 0.000, 0.000, 0.004, 0.000, 0.007, -0.001, -0.001, 0.006, 0.000, 0.001, 0.001, 0.000, 0.001, 0.000, 0.000, -0.013, 0.019, 0.000, -0.037, 0.831, -0.049, 0.000, 0.002, 0.000, 0.000, 0.000, 0.005, 0.000, 0.000, 0.108, -0.034, 0.000, 0.011, 0.004, -0.001, 0.014, 0.000, 0.000, 0.058, 0.000, -0.026, 0.000, 0.003, -0.002, -0.052, -0.007, 0.000, 0.000, -0.011, 0.000, 0.000, 0.001, 0.010, 0.006, -0.002]}

***

{"formula": "C5H6N2", "method": "ωB97M-V/def2-TZVPD", "homo_lumo_gap_ha": 0.31880, "smiles": "C1=C[C@@H]2CN2N=C1", "lumo_energy_ev": 0.197, "homo_ev": -8.5, "spin_multiplicity": 1, "elements": ["H", "C", "C", "H", "C", "C", "N", "H", "C", "H", "N", "H", "H"], "positions_angstrom": [[1.6007, -1.6433, -1.4169], [-0.1248, -0.1395, -1.2283], [-1.0426, 0.4251, 1.0737], [1.0759, -1.2928, 0.2956], [0.2312, 0.6862, 1.4294], [-1.2185, 0.2368, -0.2901], [1.2901, 0.4685, -0.6953], [0.4281, 0.9075, 2.3794], [1.0002, -0.9628, -0.7195], [-0.3099, -0.1280, -2.3823], [1.2526, 0.8319, 0.6496], [-1.9605, 0.4378, 1.6317], [-2.2222, 0.1725, -0.7269]], "nbo_charge": [0.216, -0.183, -0.317, 0.210, -0.003, -0.108, -0.210, 0.191, -0.261, 0.240, -0.222, 0.235, 0.211]}

***

{"formula": "C4H4OS", "method": "ωB97M-V/def2-TZVPD", "homo_lumo_gap_ha": 0.32819, "lumo_energy_ev": 0.160, "homo_ev": -8.8, "spin_multiplicity": 1, "elements": ["O", "S", "H", "C", "H", "C", "C", "H", "C", "H"], "positions_angstrom": [[4.0939, -0.9105, 0.3158], [2.4156, 1.3359, -0.1260], [1.4672, -2.0321, -0.1514], [-0.3275, 0.5417, 0.2577], [-0.3579, 1.6429, 0.2307], [1.1042, 0.1932, -0.0001], [1.7301, -0.9525, -0.2975], [-0.8167, 0.0426, 1.2506], [3.0751, -0.4972, -0.1040], [-0.8680, 0.1950, -0.6705]], "nbo_charge": [-0.482, 0.071, 0.230, -0.680, 0.238, 0.001, -0.439, 0.257, 0.554, 0.251]}

***

{"formula": "C3H2Cl2O2", "method": "ωB97M-V/def2-TZVPD", "homo_lumo_gap_ha": [0.28633, 0.35568], "s2": 2.007, "lumo_energy_ev": [0.501, -1.504], "homo_ev": [-7.3, -11.2], "spin_multiplicity": 3, "elements": ["C", "Cl", "H", "H", "O", "Cl", "C", "C", "O"], "positions_angstrom": [[-0.9664, -0.6207, 0.0980], [-1.1532, 1.1626, 0.0819], [0.9680, 1.8814, 0.9765], [0.6104, -1.9270, -0.6415], [1.6365, 1.8007, -0.9920], [-2.3681, -1.5028, -0.6131], [0.4051, -1.0667, -0.0963], [1.1906, 1.4403, 0.0502], [-0.3229, -1.1677, 1.1364]], "nbo_charge": [0.131, 0.043, 0.137, 0.177, -0.484, 0.003, 0.152, 0.273, -0.432]}

***

{"formula": "C4H8NO2", "method": "ωB97M-V/def2-TZVPD", "total_charge": 1, "homo_lumo_gap_ha": 0.17947, "lumo_energy_ev": -6.762, "homo_ev": -11.6, "spin_multiplicity": 1, "elements": ["H", "C", "C", "O", "H", "C", "N", "H", "H", "H", "O", "C", "H", "H", "H"], "positions_angstrom": [[-1.6462, -1.1827, 0.8138], [0.0423, -0.1139, -2.0488], [1.2121, -0.2988, -2.3601], [2.4990, -0.2315, -2.3423], [1.2267, 0.9203, 1.8941], [0.3960, 0.6402, 2.6390], [-1.3057, -0.0523, -1.9221], [2.9306, -0.7267, -2.9770], [-1.5170, -1.0518, -2.0497], [-1.9675, 0.6854, -1.9755], [-0.2967, -0.4870, 2.2370], [-1.0166, -0.4237, 1.1452], [0.7679, 0.4023, 3.7091], [-1.1163, 0.4132, 0.4830], [-0.2085, 1.5070, 2.7542]], "nbo_charge": [0.208, -0.044, 0.264, -0.634, 0.248, -0.314, -0.900, 0.506, 0.413, 0.424, -0.303, 0.436, 0.255, 0.214, 0.226]}

***

{"formula": "C16H37Cl2N2O9P2S", "method": "ωB97M-V/def2-TZVPD", "total_charge": -1, "homo_lumo_gap_ha": 0.25786, "lumo_energy_ev": 2.315, "homo_ev": -4.7, "spin_multiplicity": 1, "elements": ["H", "H", "C", "H", "C", "N", "O", "C", "H", "O", "C", "Cl", "H", "O", "H", "H", "C", "H", "O", "C", "H", "O", "N", "O", "H", "H", "H", "P", "H", "C", "Cl", "H", "H", "C", "C", "H", "O", "C", "O", "O", "H", "H", "H", "H", "H", "C", "H", "H", "H", "C", "C", "H", "C", "H", "S", "H", "H", "C", "H", "H", "P", "H", "C", "H", "H", "H", "H", "H", "H"], "positions_angstrom": [[-1.0539, -1.3605, -3.1460], [0.6780, -2.3989, 1.2377], [-2.4838, 1.2102, 8.2748], [5.6721, 2.3552, -4.2228], [-3.3447, 0.5698, 3.1613], [3.1926, -2.0535, 2.0314], [5.9548, 1.9979, -2.2319], [-0.0656, -3.1379, -1.2381], [-3.8684, -0.3482, 3.4200], [2.7062, 2.6438, -3.3591], [-1.3336, -0.7631, -0.3984], [-1.8956, -1.7018, 0.9929], [-0.3349, -0.9874, -5.4660], [-4.2973, 0.9000, 6.3900], [0.0310, -0.0238, -3.2737], [0.7254, -2.8300, -3.9871], [2.6172, -1.9073, 0.6830], [-1.7697, 1.6421, 8.9739], [-2.1582, 1.7340, 6.9905], [-5.5478, 1.0942, 5.7442], [1.7619, -1.6672, -1.5431], [-1.4581, -3.3377, -1.6504], [-1.6289, -4.5063, -2.3195], [-2.5551, -4.4505, -3.0511], [2.5254, 2.6757, -1.2818], [5.4462, 2.1627, -1.4331], [1.8927, 0.5861, -0.1020], [0.4387, -1.2651, -1.0714], [4.1104, 3.6921, -2.2048], [3.9964, 3.1862, -3.1678], [-3.7359, 0.4861, -0.0365], [0.4425, 1.3149, -0.6797], [3.4525, -1.1387, 2.3769], [5.0742, 2.0959, -3.3504], [-1.9527, 1.1259, -1.9482], [0.9455, -0.7049, 1.3837], [-2.1363, -0.2422, 5.5252], [0.9412, -1.7643, -3.9001], [1.9880, 0.8942, -2.0720], [-3.3839, 1.5056, 4.2655], [-2.5245, 2.0391, -1.7740], [0.8888, 1.2642, -5.3930], [0.0623, -3.7105, -0.3158], [1.0267, 2.7172, -2.2358], [4.1397, 3.9383, -3.9449], [1.1345, -1.5555, 0.7186], [-2.3235, 0.3518, 2.8699], [0.5615, -3.6496, -1.9672], [-2.3906, 0.1246, 8.2787], [-2.1701, 0.1910, -0.7998], [1.1757, 0.5380, -0.9314], [-5.8176, 0.2103, 5.1643], [0.7246, -1.1872, -5.3276], [-3.8486, 1.0464, 2.3281], [1.7393, 0.2720, -5.6778], [-3.4859, 1.5065, 8.5775], [-0.9382, 1.4283, -2.1700], [2.0344, 2.2821, -2.1897], [-6.2941, 1.2309, 6.5265], [4.5948, 1.1317, -3.5195], [-2.8294, 1.0456, 5.6912], [2.7124, -2.8473, 0.1363], [-0.0225, -1.0610, -2.9325], [3.1310, -1.1620, 0.0615], [4.0324, -2.6128, 1.9491], [-2.3820, 0.7003, -2.8590], [-5.5466, 1.9731, 5.1055], [1.0510, -1.9494, -6.0353], [1.9753, -1.5395, -3.6500]], "nbo_charge": [0.208, 0.214, -0.235, 0.165, -0.246, -0.840, -0.725, -0.417, 0.191, -0.530, -0.281, -0.049, 0.214, -0.849, 0.205, 0.191, -0.224, 0.185, -0.807, -0.237, -0.181, -0.392, 0.349, -0.334, 0.117, 0.462, 0.167, 1.199, 0.163, -0.086, -0.072, 0.163, 0.343, -0.095, -0.653, 0.194, -1.098, -0.412, -0.571, -0.825, 0.216, 0.121, 0.185, 0.135, 0.181, -0.727, 0.221, 0.186, 0.199, -0.077, -0.401, 0.178, -0.510, 0.206, -0.063, 0.186, 0.232, 0.255, 0.179, 0.197, 2.547, 0.181, -0.746, 0.162, 0.343, 0.223, 0.189, 0.207, 0.223]}

***

{"formula": "C5H13N2", "method": "ωB97M-V/def2-TZVPD", "total_charge": 1, "homo_lumo_gap_ha": 0.43330, "smiles": "C[C@@H]1C[N@H+](C)[C@H]1N", "lumo_energy_ev": -2.687, "homo_ev": -14.5, "spin_multiplicity": 1, "elements": ["H", "H", "C", "H", "N", "C", "H", "H", "H", "H", "H", "H", "H", "H", "H", "H", "N", "C", "C", "C"], "positions_angstrom": [[-1.2248, -1.0441, 1.0724], [0.7538, -0.9000, -1.2370], [0.0301, 1.5368, -1.8994], [0.2868, -2.5697, 2.1791], [-0.6301, 1.3725, 1.6593], [0.0671, 0.5849, 0.7909], [-1.4742, 0.8090, -0.5789], [0.9754, 1.0932, -2.0586], [-0.2628, 2.1842, 2.0928], [1.8315, -1.9614, 1.3167], [1.0915, 0.8129, 0.7653], [0.1769, 2.6316, -1.5364], [-1.0383, -1.1086, -1.5221], [-0.6127, 1.3223, -2.7014], [-1.3472, 0.8536, 2.2711], [0.5158, -3.0648, 0.5599], [-0.4734, 0.7221, -0.7606], [-0.2179, -0.9643, 0.6118], [0.6249, -2.1530, 1.2138], [-0.2690, -0.7614, -0.8910]], "nbo_charge": [0.214, 0.218, -0.403, 0.249, -0.831, 0.178, 0.413, 0.215, 0.417, 0.234, 0.207, 0.245, 0.232, 0.233, 0.408, 0.243, -0.376, -0.244, -0.639, -0.215]}